1.
19
Properties=species:S:1:pos:R:3:nbo_charge:R:1 method="wB97M-V/def2-TZVPD" gap_ev=10.39 charge=0 smiles="CNC(=O)O.O.O.O" lumo_ev=0.3774
C -1.9769 0.9799 -0.3555 -0.421
N -1.0146 0.5910 0.6783 -0.646
C 0.1683 1.1784 0.9522 0.897
O 0.8930 0.9167 1.8889 -0.658
O 0.5582 2.1087 0.0839 -0.735
H -2.0786 2.0573 -0.4471 0.207
H -1.5414 0.6271 -1.2996 0.194
H -2.9290 0.4799 -0.2269 0.219
H -1.2925 -0.1903 1.2499 0.419
H 0.3668 2.2445 -0.8561 0.527
O 0.3644 -1.7503 2.1732 -0.971
H 1.0859 -1.6013 1.5806 0.471
H 0.3527 -0.8998 2.6414 0.494
O 1.3681 -1.9807 -0.6947 -0.961
H 1.2967 -2.2541 -1.6202 0.487
H 0.7680 -2.5904 -0.2139 0.487
O 1.0503 0.1337 -2.1626 -0.979
H 0.6264 -0.3867 -1.4631 0.491
H 1.9344 0.3364 -1.9086 0.478

=====

2.
18
Properties=species:S:1:pos:R:3:lowdin_spin:R:1 method="wB97M-V/def2-TZVPD" multiplicity=3 gap_ev="3.25 / 6.79" charge=-1 lumo_ev="3.6716 / 3.6126"
C 2.3628 -0.7814 -0.5940 0.088
Ni 0.2394 -0.0883 -0.0081 1.146
N -1.6207 0.3628 0.8356 0.092
N -0.4379 -1.8229 -0.6371 0.114
H -2.0997 0.9827 0.1782 0.032
H 1.6444 -0.7936 0.3027 0.009
H 3.2129 -0.1650 -0.2931 0.005
H 2.0118 -0.4116 -1.5816 0.012
H 2.7429 -1.8004 -0.7107 0.019
H -1.1932 -1.5376 -1.2654 0.114
H -0.7885 -2.4240 0.1098 0.105
H 0.2643 -2.3353 -1.1843 0.065
H -2.2403 -0.4357 0.9761 0.071
H -1.5903 0.8606 1.7182 0.016
Cl 1.2253 1.6691 2.1307 0.025
C 0.8658 1.7046 0.4229 0.068
H 0.0868 2.4459 0.2050 0.011
H 1.7833 1.9596 -0.1190 0.009

=====

3.
18
Properties=species:S:1:pos:R:3:nbo_charge:R:1 method="wB97M-V/def2-TZVPD" gap_ev=10.37 charge=0 smiles=NCCN.O.O lumo_ev=0.6722
N 0.3328 -0.7378 -1.9527 -0.851
C -0.3534 0.5429 -1.7581 -0.245
C -0.6094 0.8974 -0.2139 -0.244
N 0.6248 1.7464 0.1698 -0.812
H 1.0866 -0.7870 -1.2702 0.348
H 0.9469 -0.6824 -2.8033 0.368
H -1.2077 0.7214 -2.3402 0.193
H 0.1916 1.4671 -2.0511 0.184
H -1.4241 1.5576 -0.1440 0.191
H -0.9880 -0.0709 0.1315 0.177
H 0.5425 2.0810 1.0835 0.360
H 1.3525 1.0682 0.1134 0.342
O -0.9838 -3.0843 -0.6034 -0.963
H -0.4262 -2.5613 -1.2137 0.492
H -1.4740 -2.4164 -0.1039 0.458
O 0.6319 0.1477 3.9659 -0.939
H 0.9002 0.8136 4.5744 0.466
H 0.8566 -0.7032 4.4161 0.473

=====

| no. | largest force on an atom (hartree/bohr) | energy (a.u.) |
| --- | --- | --- |
| 1 | 0.0428 | -513.769534 |
| 2 | 0.0412 | -2161.312456 |
| 3 | 0.0709 | -343.334415 |